1.
55
Properties=species:S:1:pos:R:3:forces:R:3 method="wB97M-V/def2-TZVPD" charge=+1 homo_energy_ev=-12.2 e_tot_ev=-30271.240 gap_ev=9.63
C 0.2964 -1.9366 2.9529 -1.339 -1.414 -1.353
C 0.2727 -0.6607 2.0638 -1.030 -0.018 2.016
C 1.6502 -0.3752 1.4872 -0.360 1.925 0.608
C 1.7925 0.9660 0.7133 -1.258 -0.004 0.295
C 0.8916 2.1546 1.1642 -0.023 1.014 -1.106
N 0.6721 2.9707 -0.0573 -0.476 0.987 0.379
C 1.6981 3.9154 -0.4913 1.024 -0.785 -0.140
N -0.7649 -0.7914 1.0025 0.047 -0.257 -0.385
H 0.4015 -1.8806 4.0387 0.895 0.579 -0.395
H 0.9374 -2.6515 2.4192 0.675 0.144 0.839
H -0.6396 -2.5469 2.9194 -0.040 1.003 -0.296
H -0.0710 0.1933 2.6731 0.253 -0.343 -0.255
H 2.1299 -0.1815 2.4547 1.000 -0.956 -0.435
H 2.0047 -1.1627 0.8179 0.400 -0.243 0.830
H 1.5800 0.7236 -0.3400 0.232 0.539 0.171
H 2.7664 1.4649 0.8130 0.181 -1.050 -0.363
H -0.1641 2.0488 1.4460 0.373 -0.992 0.672
H 1.4490 2.6833 1.9812 -0.737 -0.131 -0.515
H -0.2284 3.4575 -0.0983 0.613 0.046 0.691
H 2.4243 3.3637 -1.0850 0.112 0.109 -0.367
H 2.3178 4.3835 0.2856 -0.556 -0.071 0.393
H 1.2753 4.7006 -1.0962 -0.252 0.114 -0.227
H -0.7098 0.0619 0.4433 0.086 -0.362 -0.883
H -1.7651 -0.8512 1.2332 0.186 -0.176 0.970
H -0.5514 -1.6635 0.5065 -0.239 0.496 -0.633
H -2.4474 1.1834 -0.6908 -0.342 0.180 0.322
H -3.5529 0.2998 -0.2812 -0.402 0.377 0.340
O -3.1836 1.1675 -0.0404 0.495 -0.772 -0.458
H 1.9385 -0.3957 -2.6829 -0.102 0.022 -0.874
H 1.8807 0.1707 -4.1045 -0.052 0.125 -0.187
O 1.3116 -0.1409 -3.3975 -0.067 0.040 1.056
H 1.8141 -3.2044 -0.1970 -0.085 -0.250 0.034
H 3.2946 -3.2946 -0.1941 0.070 -0.129 0.104
O 2.5236 -3.7144 0.2082 -0.102 0.218 0.040
H 1.7819 -2.2098 -1.9856 1.247 -0.644 -0.661
H 3.3132 -2.5967 -2.6333 -0.765 -0.238 -0.062
O 2.7510 -2.0194 -2.1076 0.396 1.031 0.945
H -2.1527 3.4271 -0.7673 -0.538 -0.179 -0.351
H -1.9013 4.6934 -0.0311 -0.229 0.464 -0.065
O -1.9859 4.3594 -0.9320 0.418 -0.198 0.487
H 0.0028 -1.8910 -2.6298 -0.260 -0.287 -0.469
H 0.6373 -3.3343 -2.5716 -0.378 -0.240 -0.536
O 0.2211 -2.6415 -2.0562 -0.193 0.287 0.898
H -0.2146 0.6354 -1.8809 0.351 0.533 -0.220
H -0.4926 1.8584 -0.8690 1.051 -0.207 -0.981
O -0.8968 1.1645 -1.4475 -0.581 -0.412 0.400
H -2.1837 -0.0553 -2.6092 -0.735 0.036 -0.754
H -3.0286 -1.2475 -3.3920 -0.118 0.866 -0.159
O -2.3522 -0.9916 -2.7643 0.953 -0.824 0.971
H -3.1406 0.8464 2.9576 -0.355 -0.020 0.290
H -3.1837 -0.3052 4.0503 -0.103 0.427 -0.295
O -2.7779 -0.0012 3.2277 0.549 -0.421 -0.228
H -2.4627 -3.7787 1.1638 -0.380 0.152 0.522
H -2.4111 -3.3378 -0.2196 -0.416 0.473 -0.262
O -2.7676 -3.0321 0.6303 0.905 -0.562 -0.357


2.
18
Properties=species:S:1:pos:R:3:forces:R:3 method="wB97M-V/def2-TZVPD" charge=+1 homo_energy_ev=-12.7 e_tot_ev=-9244.095 gap_ev=9.68
N 1.9680 -0.1774 0.3945 -0.311 -1.225 -0.644
C 1.8164 -1.2660 -0.3164 1.354 0.645 -0.164
N 2.7835 -1.8802 -1.0107 -0.326 0.549 0.101
H 2.8999 0.1914 0.4865 0.026 0.427 0.143
H 1.0960 0.2924 0.8180 0.263 0.275 0.190
H 0.8400 -1.6871 -0.3570 -0.658 -0.339 -0.071
H 2.5317 -2.6367 -1.6485 0.265 0.388 0.468
H 3.7040 -1.4361 -1.1226 -0.687 -0.511 0.081
C -3.0727 0.7654 -0.9039 0.180 0.042 -0.663
N -1.7310 0.6821 -0.3449 0.463 0.119 0.435
C -1.4809 0.8695 0.9699 1.051 0.282 0.394
N -0.2680 1.0408 1.4453 -1.503 -0.188 -0.003
H -3.1827 0.0542 -1.7276 0.011 0.069 0.196
H -3.8145 0.5400 -0.1565 -0.126 -0.168 0.339
H -3.2794 1.7635 -1.2903 0.015 0.045 0.004
H -0.9496 0.9206 -0.9533 -0.405 -0.120 0.135
H -2.3728 0.8562 1.6139 0.290 0.105 -0.229
H -0.3165 1.2708 2.4505 0.098 -0.394 -0.712


3.
68
Properties=species:S:1:pos:R:3:forces:R:3 method="wB97M-V/def2-TZVPD" charge=+2 homo_energy_ev="-13.6 / -13.6" e_tot_ev=-76197.657 gap_ev="5.68 / 5.68"
Ti 0.2380 2.4645 -0.8134 0.846 -0.001 -0.074
C -0.4234 4.3206 -3.3647 0.028 -0.077 0.096
O -0.6278 3.1314 -2.5442 -0.139 -0.050 0.160
C -1.6347 2.2081 -2.9530 0.026 0.067 -0.076
C -2.1863 2.2107 -4.2141 -0.081 -0.117 0.123
C -3.2013 1.2920 -4.4680 0.032 0.046 -0.057
C -3.6289 0.4115 -3.4857 -0.006 -0.051 0.089
C -3.0433 0.4072 -2.2278 0.162 -0.004 -0.201
C -2.0218 1.3070 -1.9669 -0.239 -0.017 0.103
N -1.3435 1.4085 -0.7181 0.004 -0.134 -0.048
N -1.9029 0.8162 0.3074 -0.028 0.194 0.058
C -1.3498 0.9137 1.4951 0.000 -0.172 0.224
C -0.2616 1.8114 1.8518 0.017 0.236 -0.026
O 0.1654 2.7225 0.9836 -0.217 0.018 -0.048
C 0.2098 1.8997 3.1666 -0.143 -0.221 0.047
C -0.3268 1.0797 4.1228 0.115 0.136 -0.045
C -1.3713 0.1552 3.8530 -0.058 -0.068 0.020
C -1.8784 -0.6603 4.8814 -0.037 -0.014 -0.081
C -2.9079 -1.5343 4.6226 0.048 0.037 0.040
C -3.4471 -1.6023 3.3361 -0.030 -0.010 -0.062
C -2.9591 -0.8159 2.3099 -0.025 -0.002 0.073
C -1.9148 0.0756 2.5550 -0.010 0.016 -0.015
H -1.3844 4.8080 -3.5085 0.029 0.018 -0.028
H 0.0306 4.0229 -4.3064 -0.016 0.042 -0.008
H 0.2515 4.9637 -2.8040 -0.017 0.022 -0.041
H -1.8712 2.9050 -4.9780 -0.003 0.011 -0.018
H -3.6651 1.2777 -5.4442 0.003 0.008 -0.006
H -4.4284 -0.2839 -3.6994 -0.004 -0.001 -0.016
H -3.3512 -0.2865 -1.4597 0.000 -0.001 0.016
H 0.9781 2.6244 3.3937 0.005 0.015 0.001
H 0.0406 1.1469 5.1403 0.010 0.000 0.004
H -1.4525 -0.5857 5.8732 0.011 0.000 0.018
H -3.3048 -2.1604 5.4090 0.000 -0.003 0.011
H -4.2655 -2.2815 3.1374 -0.008 -0.007 0.006
H -3.3868 -0.8863 1.3209 0.005 0.015 -0.019
C 3.8241 -2.6538 3.3077 0.004 0.024 0.013
C 3.2650 -3.3120 2.2201 0.019 -0.006 0.022
C 2.4456 -2.6275 1.3375 -0.065 -0.020 -0.017
C 2.1888 -1.2708 1.5414 -0.148 -0.035 0.153
C 2.7522 -0.6145 2.6358 0.041 0.061 -0.004
C 3.5717 -1.3045 3.5147 -0.005 -0.021 -0.012
P 1.2060 -0.3107 0.3795 0.092 0.144 -0.213
C 0.1461 -1.4478 -0.5234 0.007 -0.069 -0.040
C 0.1329 -1.5099 -1.9164 0.025 0.005 -0.042
C -0.7516 -2.3594 -2.5625 0.002 -0.001 0.001
C -1.6306 -3.1430 -1.8264 -0.004 -0.001 0.032
C -1.6246 -3.0796 -0.4389 -0.019 -0.035 -0.067
C -0.7429 -2.2325 0.2130 -0.002 -0.010 0.008
C 2.3832 0.3909 -0.7830 0.239 -0.044 -0.011
C 3.6739 -0.0754 -1.0259 -0.013 -0.022 0.039
C 4.4569 0.5635 -1.9736 -0.019 0.046 -0.033
C 3.9781 1.6729 -2.6708 -0.014 -0.015 0.024
C 2.7074 2.1607 -2.4095 0.104 0.013 -0.012
C 1.9153 1.5311 -1.4415 -0.524 0.092 -0.046
H 4.4601 -3.1936 3.9956 0.012 -0.012 0.004
H 3.4697 -4.3613 2.0581 -0.003 -0.010 -0.002
H 2.0103 -3.1486 0.4942 -0.008 0.012 -0.008
H 2.5657 0.4410 2.7945 -0.008 -0.003 -0.013
H 4.0124 -0.7913 4.3582 0.009 -0.001 0.012
H 0.8272 -0.9159 -2.4998 -0.018 -0.013 0.024
H -0.7427 -2.4223 -3.6424 -0.003 0.000 -0.012
H -2.3113 -3.8138 -2.3326 -0.009 -0.011 -0.012
H -2.2991 -3.7006 0.1351 -0.008 -0.010 0.016
H -0.7376 -2.2015 1.2968 0.038 0.014 -0.011
H 4.0605 -0.9354 -0.4932 -0.032 -0.006 0.013
H 5.4505 0.1917 -2.1832 0.017 -0.002 -0.009
H 4.6057 2.1520 -3.4098 -0.004 0.020 -0.013
H 2.3576 3.0348 -2.9534 0.016 -0.015 -0.007


4.
18
Properties=species:S:1:pos:R:3:forces:R:3 method="wB97M-V/def2-TZVPD" charge=+1 homo_energy_ev=-14.1 e_tot_ev=-9343.245 gap_ev=9.62
C 1.8054 -2.5434 -0.2591 0.226 2.476 -2.073
C -1.8456 1.3269 -1.2489 -1.346 -0.156 -1.838
C 1.2450 -1.1462 -0.1449 -2.003 0.767 1.538
C -1.3704 1.2995 0.0663 2.795 -0.472 3.834
N 0.3755 1.7682 1.6449 -2.078 -1.782 -1.190
N 0.0149 -0.7351 -0.0595 2.462 1.020 -0.110
O -0.3487 1.9749 0.4420 0.585 0.814 -0.550
H 2.8811 -2.4572 -0.4213 -0.214 -0.393 -0.616
H 1.2304 -3.2012 -0.8814 0.070 -0.328 -0.423
H 1.7259 -2.8090 0.7186 -0.270 -1.422 3.037
H -1.0586 1.3650 -1.9716 0.452 0.596 -0.426
H -2.5776 2.1379 -1.3279 0.132 0.197 -0.289
H -2.4148 0.4199 -1.4725 -0.008 0.037 0.325
H 1.8841 -0.3763 0.2925 0.613 -0.178 -0.599
H -1.8613 0.7847 0.8700 -0.492 -0.392 0.199
H 1.0559 2.4745 1.8084 -0.054 0.555 0.105
H -0.0457 1.0635 2.2541 0.423 0.791 -0.135
H -0.6954 -1.3465 -0.3095 -1.293 -2.130 -0.788


5.
9
Properties=species:S:1:pos:R:3:forces:R:3 method="wB97M-V/def2-TZVPD" homo_energy_ev="-7.6 / -7.6" e_tot_ev=-3862.167 gap_ev="7.33 / 7.33"
B -0.2082 1.2183 -0.0184 0.159 0.525 0.251
C -0.7202 -0.0477 0.7742 -1.220 -1.484 7.230
C 0.4960 0.2519 -1.0424 4.195 -0.439 -4.180
C 0.4956 -0.4857 0.1822 -1.786 -0.798 0.318
H -0.9797 -0.3518 2.1668 1.288 1.314 -4.230
H -1.7136 -0.2049 0.4740 -1.151 -0.327 -1.108
H -0.2657 0.0754 -1.9069 1.229 0.127 1.706
H 1.6089 0.2946 -1.5282 -2.856 0.398 0.978
H 1.2869 -0.7502 0.8988 0.142 0.682 -0.964


6.
18
Properties=species:S:1:pos:R:3:forces:R:3 method="wB97M-V/def2-TZVPD" charge=+1 homo_energy_ev=-13.9 e_tot_ev=-6860.312 gap_ev=9.79
C 1.8656 -1.5220 0.6435 -2.831 0.678 0.302
C 0.3613 -1.6009 0.1480 0.159 0.132 2.253
C 0.0547 -0.7635 -1.0715 2.657 -0.182 0.962
C -0.1099 0.6373 -0.6546 -0.739 1.298 0.553
C -0.9517 1.0606 0.3285 1.833 -0.327 -0.517
N -1.5764 2.3936 0.1229 -2.903 2.824 1.639
H 1.9907 -0.5156 1.1048 0.678 -0.584 -0.797
H 1.9415 -2.2372 1.4630 0.405 -0.095 -0.272
H 2.4065 -1.7995 -0.2459 1.055 0.270 0.212
H 0.1603 -2.6120 -0.0271 -0.313 -1.633 -0.588
H -0.3047 -1.3805 1.0148 0.262 0.062 -0.564
H 1.0044 -0.8435 -1.6225 -0.547 0.191 -0.522
H -0.7465 -1.1145 -1.7020 -0.457 0.037 -0.003
H 0.5582 1.3972 -1.0716 -1.002 0.206 -1.150
H -0.8975 0.6349 1.3386 -1.401 -0.008 -0.588
H -2.5975 2.2957 0.4408 1.456 -0.368 -0.464
H -1.4098 3.3460 0.6712 0.815 -2.253 -1.165
H -1.7491 2.6239 -0.8807 0.873 -0.248 0.709


Q: Which energy relative to the best compared isomer or geometry (same formula, charge and spin) values were calculated for the entries above? A: 2.923; 0.148; 1.214; 5.612; 3.775; 3.247, in eV.